No. 1
Density functional theory data (ωB97M-V with the def2-TZVPD basis set) for C23H23N4PdS5 as an isolated structure at a distorted geometry.

The calculation puts the energy above the lowest of the compared OMol25 structures with the same formula, charge and spin at 79.58 kJ/mol. The molar mass comes out at 622.2 Da. The frontier orbital gap is 5.4 eV. The maximum force comes out at 1.0 eV/Å. The LUMO energy comes out at -11.59 eV. The value obtained for the calculated total energy is -87813.99479 eV. Its charge is +3. The value obtained for the HOMO energy is -16.99 eV.

CARTESIAN COORDINATES (ANGSTROEM)
Pd 0.148723 0.306674 -0.087930
C 0.465349 2.360987 1.834901
C -0.768757 1.995419 2.639497
C -1.256978 0.571881 2.634967
C -1.757022 0.007754 3.800796
C -2.421439 -1.204446 3.745299
C -2.586506 -1.821653 2.513138
C -2.024225 -1.227893 1.404121
N -1.346165 -0.071221 1.459949
N 0.288755 2.262020 0.347372
C -0.862258 3.112814 -0.138007
C -1.932876 2.416711 -0.953518
C -3.077972 3.131486 -1.274755
C -4.032996 2.529697 -2.075968
C -3.812345 1.236205 -2.527440
C -2.647382 0.598760 -2.149513
N -1.718218 1.173185 -1.376588
C 1.523006 2.745012 -0.358455
C 2.615940 1.731807 -0.331210
C 3.956378 2.050948 -0.255537
C 4.892007 1.034717 -0.385450
C 4.448090 -0.262977 -0.582599
C 3.089304 -0.508029 -0.621354
N 2.183126 0.468125 -0.499116
H 1.325564 1.743440 2.094676
H 0.719230 3.400849 2.060934
H -1.617582 2.593933 2.299319
H -0.593338 2.318017 3.665467
H -1.655823 0.539103 4.737268
H -2.832201 -1.644869 4.644055
H -3.149583 -2.738425 2.411378
H -2.137480 -1.667217 0.421212
H -0.433451 3.905955 -0.751189
H -1.312241 3.606796 0.718798
H -3.216891 4.142389 -0.912810
H -4.934446 3.062876 -2.346258
H -4.530140 0.732309 -3.158753
H -2.439678 -0.412724 -2.477986
H 1.821843 3.707006 0.061551
H 1.245525 2.901671 -1.402442
H 4.263500 3.077688 -0.110305
H 5.949993 1.254509 -0.335122
H 5.144809 -1.081066 -0.696475
H 2.706887 -1.508674 -0.751231
C 0.570226 -5.477750 0.825376
S 1.341412 -5.917282 -0.739681
C 1.296177 -4.674281 -1.853212
C 0.848575 -3.246560 -1.724849
S 0.263724 -2.565845 -0.354138
S 0.995683 -2.333990 -3.165125
C 1.701186 -3.564634 -4.209513
S 2.108736 -3.351484 -5.726186
S 1.890229 -5.118565 -3.381341
H 0.603813 -6.425724 1.363838
H -0.460052 -5.168863 0.677116
H 1.150237 -4.726555 1.353011

Atoms 1-6, force components in eV/Å:
0.1 -1.0 0.1
0.0 0.1 -0.1
0.0 0.0 0.0
0.0 0.0 -0.1
-0.1 0.0 0.0
0.0 0.0 0.0



No. 2
Density functional theory data (ωB97M-V with the def2-TZVPD basis set) for C36H18Br3F10N3O7PS4V as an isolated structure at a distorted geometry.

The calculation puts the energy above the lowest of the compared OMol25 structures with the same formula, charge and spin at 116.24 kJ/mol. The molar mass comes out at 1244.4 Da. The frontier orbital gap (spin up / spin down) is 6.6 / 5.9 eV. The maximum force comes out at 1.1 eV/Å. The LUMO energy (spin up / spin down) comes out at 1.82 / 1.82 eV. As for the spin multiplicity: 2. The value obtained for the calculated total energy is -372049.31115 eV. Its charge is -1. The value obtained for the HOMO energy (spin up / spin down) is -4.78 / -4.11 eV. As for the expectation value of S²: 0.76.

CARTESIAN COORDINATES (ANGSTROEM)
V -1.251239 -0.887726 0.259273
F 4.369015 5.520554 -3.446891
C 3.765942 4.760101 -2.534948
C 4.321678 4.610179 -1.280749
F 5.463426 5.232153 -0.982061
C 3.680164 3.822278 -0.341283
F 4.268961 3.748422 0.856257
C 2.494249 3.151002 -0.605032
P 1.602353 2.062240 0.613890
C 1.222128 3.286586 1.927739
C -0.066834 3.814014 1.892729
C -0.483257 4.736588 2.843489
C 0.386133 5.132273 3.846241
C 1.672232 4.606253 3.893656
C 2.089307 3.688729 2.943597
C 2.977413 1.085548 1.328609
C 4.071736 0.680338 0.569225
C 5.012712 -0.195641 1.088672
C 4.864973 -0.691583 2.375539
C 3.765998 -0.311971 3.133272
C 2.825994 0.565401 2.614225
C 1.950723 3.324365 -1.885568
Br 0.336854 2.503346 -2.410296
C 2.576766 4.119206 -2.831321
F 2.063788 4.293595 -4.050833
H -0.749139 3.491723 1.116415
H -1.493855 5.122985 2.807101
H 0.062795 5.840427 4.598796
H 2.352628 4.907305 4.680536
H 3.084832 3.272286 3.005853
H 4.193693 1.045864 -0.444828
H 5.859401 -0.494640 0.483274
H 5.598111 -1.375999 2.782901
H 3.629415 -0.708986 4.131147
H 1.962101 0.833562 3.209851
F -3.041634 -1.820409 2.953907
C -2.068803 -1.402209 3.738748
F -2.571486 -1.179876 4.956096
F -1.120403 -2.326709 3.834700
S -1.302475 0.196948 3.141714
O -0.332827 -0.161134 2.091541
O -0.757999 0.743259 4.340947
N -2.509840 1.041302 2.570591
S -2.823198 0.899596 1.021918
O -3.507640 -0.306833 0.599280
O -1.735536 1.324560 0.128345
C -4.048682 2.292061 0.867319
F -3.404113 3.439698 0.652053
F -4.842990 2.046030 -0.167442
F -4.791267 2.422222 1.960279
Br -1.771757 -5.628081 1.770993
C -0.336950 -4.826262 0.853705
C 0.760769 -5.611189 0.451019
C 1.800593 -5.061418 -0.237647
Br 3.248595 -6.176335 -0.766438
C 1.812314 -3.684860 -0.580233
C 2.791422 -3.027233 -1.358639
C 2.613645 -1.710125 -1.663631
C 1.494454 -1.017459 -1.167768
N 0.580679 -1.583289 -0.410308
C 0.722572 -2.919707 -0.139007
C -0.380528 -3.480298 0.575701
O -1.365038 -2.667085 0.862562
H 0.761903 -6.666621 0.684487
H 3.653237 -3.574003 -1.715392
H 3.328806 -1.179035 -2.277321
H 1.340043 0.026872 -1.410148
O -4.591554 -5.093308 -1.820602
S -4.952343 -3.704597 -1.885571
O -6.202310 -3.297213 -1.308655
N -3.721105 -2.770084 -1.321440
C -3.194019 -2.055140 -2.265511
S -1.877101 -0.984166 -2.100727
C -3.816243 -2.231501 -3.623683
C -3.487692 -1.627553 -4.825101
C -4.225232 -1.965915 -5.952417
C -5.268249 -2.886477 -5.876782
C -5.595099 -3.491629 -4.669614
C -4.848513 -3.143505 -3.562912
H -2.676614 -0.912648 -4.866581
H -3.987025 -1.509618 -6.904901
H -5.831220 -3.131818 -6.768512
H -6.402745 -4.207984 -4.597397

Atoms 1-6, force components in eV/Å:
-1.0 0.0 -0.4
0.0 0.0 0.0
0.0 0.0 0.0
0.0 0.0 0.0
0.0 0.0 0.0
0.0 0.0 0.1



No. 3
Density functional theory data (ωB97M-V with the def2-TZVPD basis set) for C4H8O3 as an isolated structure at a distorted geometry.

The calculation puts the energy above the lowest of the compared OMol25 structures with the same formula, charge and spin at 299.69 kJ/mol. The molar mass comes out at 104.1 Da. The frontier orbital gap is 10.4 eV. The maximum force comes out at 6.9 eV/Å. The LUMO energy comes out at 0.60 eV. The value obtained for the calculated total energy is -10417.89747 eV. The value obtained for the HOMO energy is -9.77 eV.

CARTESIAN COORDINATES (ANGSTROEM)
O 0.705469 0.665927 1.721387
C 0.840148 1.362962 0.495390
C -0.393117 1.041533 -0.344970
C -0.463960 -0.439907 -0.711863
O 0.396659 -0.938825 -1.409840
C -1.620425 -1.244841 -0.043223
O -1.742594 -2.583292 -0.452645
H 1.534712 0.739013 2.209017
H 1.741520 1.050433 -0.051101
H 0.901539 2.451065 0.661103
H -0.339563 1.612423 -1.279620
H -1.290705 1.346991 0.201486
H -1.357807 -1.165545 1.042190
H -2.538795 -0.704843 -0.208982
H -0.521992 -2.524594 -0.225361

Atoms 1-6, force components in eV/Å:
0.2 -0.1 0.2
0.0 0.1 -0.4
-0.1 0.0 0.0
0.0 0.2 0.1
-0.7 -0.2 0.6
0.0 1.3 0.2